Model w:
Formula: C4H4N4
Source: OMol25
Level of theory: ωB97M-V/def2-TZVPD

Calculated values
Total charge: 0
SMILES: [H]/N=c1/cnccnn1
Spin multiplicity: 1

Last column: Mulliken charge in e.
Geometry (Å):
1 H -2.7388 0.0543 0.9647  0.2796
2 N -1.9393 -0.6677 0.8643  -0.5228
3 C -1.0765 -0.4312 -0.2068  0.3351
4 C 0.1675 -1.3526 -0.4702  0.0607
5 N 1.4086 -1.1799 -0.2934  -0.4794
6 C 1.6399 -0.1068 0.5734  -0.2521
7 C 0.8670 1.1386 0.4544  -0.1330
8 N -0.0097 1.6334 -0.3734  -0.1426
9 N -0.9684 0.9081 -0.7422  -0.3848
10 H -0.2378 -2.2211 -0.8658  0.3941
11 H 2.6305 -0.1876 0.7714  0.4486
12 H 1.3207 2.0091 0.8387  0.3965

=====

Model x:
Formula: C4H4N4
Source: OMol25
Level of theory: ωB97M-V/def2-TZVPD

Calculated values
Total charge: 0
SMILES: [H]/N=c1/ccnncn1
Spin multiplicity: 1

Last column: Mulliken charge in e.
Geometry (Å):
1 H 3.1189 -0.6376 0.7251  0.2715
2 N 2.4495 0.0946 0.3187  -0.5250
3 C 1.2433 -0.1195 0.0629  0.3412
4 C 0.6348 1.1502 -0.2528  0.0533
5 C -0.7355 1.4031 -0.2756  -0.4057
6 N -1.8009 0.7106 0.4525  -0.2041
7 N -1.7770 -0.5617 0.2982  -0.1694
8 C -0.8108 -1.3870 -0.2910  0.1326
9 N 0.5321 -1.3177 -0.2561  -0.4540
10 H 1.4209 1.9310 -0.6543  0.2392
11 H -1.0950 2.3393 -0.6694  0.3864
12 H -1.2615 -2.3934 -0.5549  0.3341

=====

Most stable structure - model x; separation to the second - 1.329 eV.